1.
111
Properties=species:S:1:pos:R:3:forces:R:3 method="wB97M-V/def2-TZVPD" smiles="CC[C@@H](I)[C@@]1(Cc2ccc(C)cc2)C[C@@H](c2cccnc2)[C@@H](S)S(=O)(=O)O1.CCCC#N.CCCC#N.CCCC#N.CCCC#N.CCCC#N"
C -0.5130 -6.5600 -0.4778 0.35 0.11 -1.36
C -0.5148 -5.1692 -1.3387 -0.74 -0.82 1.14
C -0.3028 -3.8862 -0.4000 -1.24 0.04 -0.53
I 1.1999 -4.3334 1.1686 -0.54 0.43 -0.61
C 0.0770 -2.5283 -1.2257 0.60 -3.29 -0.70
C 1.4790 -2.8763 -1.9833 0.93 1.02 -0.39
C 2.6483 -1.8297 -1.7225 3.10 2.93 -0.54
C 3.1890 -1.0331 -2.9694 1.75 0.59 3.02
C 4.3575 -0.0044 -2.8714 -1.28 -2.00 3.20
C 5.0145 0.2668 -1.4886 -2.15 -1.61 0.63
C 6.2325 1.2922 -1.2707 -0.23 -1.58 -0.72
C 4.4937 -0.4763 -0.2130 -1.89 -0.89 -4.07
C 3.3325 -1.5176 -0.3755 1.07 1.61 -2.00
C -0.9949 -2.2333 -2.3797 -0.25 1.17 -0.24
C -2.2911 -1.3938 -1.9345 -0.69 0.00 0.07
C -3.1576 -2.0423 -0.7667 -2.70 -2.09 1.90
C -4.2886 -3.0596 -1.1689 0.95 1.19 4.25
C -5.1252 -3.6771 -0.0007 3.36 2.60 -0.14
C -4.7513 -3.2289 1.4324 0.21 0.06 -2.04
N -3.7559 -2.2864 1.8277 -0.78 -1.35 -4.75
C -3.0058 -1.7397 0.7450 -0.79 -0.75 -1.56
C -1.8143 0.1196 -1.6691 -0.74 -0.89 -2.21
S -3.0928 1.2215 -0.9132 -0.09 -0.07 0.01
S -0.2031 0.0337 -0.7439 2.95 6.96 3.33
O 0.8246 0.7524 -1.5702 -2.35 -3.19 0.76
O -0.3962 0.8690 0.5172 -0.09 -3.64 -2.84
O 0.2210 -1.4912 -0.2186 -1.54 1.40 -2.08
H -1.1332 -7.3168 -1.0859 0.85 1.08 1.09
H 0.5745 -6.9512 -0.4807 -1.86 0.58 0.46
H -0.9418 -6.4344 0.5693 0.66 -0.23 -1.46
H 0.2714 -5.3160 -2.1497 -1.20 0.58 0.93
H -1.5916 -5.0932 -1.7573 1.87 0.10 0.32
H -1.2848 -3.7595 0.1979 1.74 0.00 -0.93
H 1.2723 -2.8729 -3.1226 0.40 0.03 1.84
H 1.8828 -3.9145 -1.7442 -0.78 1.38 0.01
H 2.7331 -1.2436 -3.9896 0.63 0.35 1.51
H 4.7562 0.5445 -3.7976 -0.79 -1.00 1.58
H 7.0738 0.9403 -1.9806 -1.20 0.76 1.06
H 5.9671 2.3743 -1.5108 0.30 -1.48 0.52
H 6.6221 1.1303 -0.2098 -0.58 0.63 -1.47
H 4.9409 -0.2744 0.8290 -0.78 -0.37 -1.96
H 2.9911 -2.0335 0.5775 0.39 0.71 -1.53
H -0.4468 -1.5848 -3.1705 -0.87 -0.95 1.20
H -1.3637 -3.1545 -2.9442 0.84 0.99 1.14
H -2.9813 -1.3498 -2.8630 1.04 -0.06 1.56
H -4.4590 -3.3074 -2.2664 0.10 0.28 1.71
H -5.9408 -4.4381 -0.2525 1.43 1.41 0.67
H -5.3567 -3.7160 2.2847 1.16 1.01 -1.41
H -2.1924 -0.9687 1.0257 -1.48 -1.37 -0.23
H -1.5751 0.5645 -2.7093 0.12 -0.79 1.87
H -3.2771 2.3537 -1.7209 0.98 -1.37 0.22
C 7.1696 5.7309 -2.7198 -0.01 0.06 0.01
C 8.6938 5.7371 -2.7741 -0.31 0.25 -0.06
C 9.2997 4.3565 -2.5150 -0.21 0.01 0.82
C 8.9084 3.8801 -1.1448 -0.56 -1.11 2.46
N 8.6005 3.5120 -0.0650 0.98 1.25 -3.46
H 6.8011 5.4475 -1.7308 0.00 0.00 -0.09
H 6.7782 6.7272 -2.9377 -0.02 -0.12 0.01
H 6.7546 5.0339 -3.4545 0.00 0.06 0.07
H 9.0742 6.4528 -2.0381 0.07 -0.12 -0.07
H 9.0130 6.0895 -3.7594 0.12 -0.11 0.08
H 10.3899 4.4042 -2.5775 -0.09 -0.14 0.12
H 8.9489 3.6372 -3.2602 -0.02 -0.02 0.17
C 5.4092 4.2205 2.1673 0.15 -0.03 0.00
C 3.9396 4.5500 2.3664 0.14 0.13 0.22
C 3.1008 4.3506 1.1022 0.41 0.57 -0.40
C 3.6064 5.2469 0.0080 0.69 1.49 -2.18
N 4.0043 5.9507 -0.8539 -1.19 -2.23 2.79
H 5.8725 4.8784 1.4271 -0.03 -0.08 -0.02
H 5.9524 4.3526 3.1066 -0.03 -0.07 -0.06
H 5.5464 3.1857 1.8381 0.04 0.09 0.00
H 3.8568 5.5864 2.7072 -0.13 -0.14 -0.01
H 3.5382 3.9156 3.1620 -0.11 0.07 -0.11
H 2.0535 4.5895 1.3033 0.09 0.01 -0.18
H 3.1526 3.3110 0.7665 -0.01 0.13 -0.13
C -9.3497 -6.9877 0.6710 -0.06 -0.04 0.13
C -10.1651 -6.5199 -0.5296 -0.02 -0.01 0.40
C -9.4183 -6.6808 -1.8560 0.52 0.60 0.19
C -8.1591 -5.8629 -1.8344 2.32 1.38 -0.26
N -7.1701 -5.2172 -1.8173 -3.33 -2.16 -0.17
H -8.4381 -6.3972 0.7946 -0.04 -0.05 -0.06
H -9.9319 -6.8811 1.5893 0.05 -0.01 -0.09
H -9.0672 -8.0399 0.5667 0.01 0.09 0.01
H -10.4402 -5.4702 -0.3843 -0.01 -0.09 -0.11
H -11.0956 -7.0931 -0.5723 0.07 0.07 -0.13
H -10.0467 -6.3456 -2.6851 0.22 0.02 -0.02
H -9.1614 -7.7295 -2.0280 0.11 0.13 0.00
C -9.6957 -1.6413 2.1715 0.09 0.04 -0.03
C -10.9769 -1.8290 1.3655 0.34 0.12 -0.04
C -12.1229 -2.4129 2.1956 0.39 -0.74 0.06
C -11.7342 -3.7642 2.7239 0.42 -2.47 1.10
N -11.4284 -4.8271 3.1389 -0.92 3.39 -1.41
H -9.3097 -2.5941 2.5425 -0.08 0.06 0.01
H -8.9165 -1.1966 1.5478 -0.07 -0.01 0.08
H -9.8644 -0.9810 3.0276 0.04 -0.07 -0.06
H -10.7667 -2.4825 0.5126 -0.13 0.05 0.05
H -11.2873 -0.8614 0.9604 -0.11 -0.12 0.02
H -13.0196 -2.5156 1.5792 0.03 -0.12 0.16
H -12.3627 -1.7556 3.0358 0.03 -0.16 0.00
C 7.5259 8.6940 2.8956 0.02 0.06 -0.06
C 8.0021 8.1645 4.2444 0.05 0.31 -0.20
C 7.3984 6.8029 4.5958 -0.76 0.31 0.08
C 5.9020 6.9109 4.6694 -3.14 -0.03 0.27
N 4.7217 7.0040 4.7349 4.22 -0.28 -0.24
H 6.4457 8.8606 2.8866 0.06 -0.08 0.01
H 8.0035 9.6515 2.6736 -0.02 -0.10 -0.01
H 7.7735 7.9953 2.0906 -0.05 0.06 0.05
H 7.7495 8.8936 5.0210 0.04 -0.15 0.01
H 9.0925 8.0774 4.2275 -0.09 -0.10 0.10
H 7.7789 6.4605 5.5615 -0.19 -0.05 -0.06
H 7.6668 6.0575 3.8419 -0.15 0.03 0.04

***

2.
14
Properties=species:S:1:pos:R:3:forces:R:3 method="wB97M-V/def2-TZVPD" charge=-3
Li -0.8313 -5.2868 -3.1869 0.19 0.64 0.49
N 0.5870 -2.1671 -0.1628 -3.41 0.61 0.99
O 0.0723 -2.9592 -0.9789 -0.29 -1.67 -2.77
O 1.2125 -2.6151 0.7502 3.44 -1.82 2.41
O 0.1807 -1.0249 -0.1044 0.15 1.93 -1.13
N -2.2264 0.6724 -3.5719 0.95 6.05 -2.94
O -3.2140 0.0390 -3.3880 -2.58 -3.38 1.54
O -1.6176 0.6562 -4.6542 1.50 -3.00 -2.34
O -1.9859 1.7400 -2.9854 -0.11 0.37 3.35
S 1.6264 2.2063 3.6312 -0.65 -3.16 -0.79
O 1.6835 2.3658 5.0267 1.66 1.05 6.35
O 2.8348 1.8361 3.0080 3.54 -1.70 -0.95
O 0.5595 1.2088 3.5934 -1.65 -2.87 -0.83
O 1.1185 3.3285 3.0232 -2.73 6.95 -3.38

***

3.
11
Properties=species:S:1:pos:R:3:forces:R:3 method="wB97M-V/def2-TZVPD" smiles="C#CS(=O)(=O)C=C"
C 0.2782 -2.4461 0.4084 0.10 1.64 -0.29
C 0.3809 -1.2618 0.2999 1.38 1.14 -0.19
S 1.2043 0.3029 0.0954 -2.97 0.66 0.64
O 1.7006 0.4249 -1.2396 -0.36 -0.10 0.01
O 2.0832 0.4357 1.2110 -0.01 0.22 0.17
C -0.5059 1.2633 0.3597 2.14 -2.22 -0.99
C -1.3556 1.1309 -0.6493 2.86 0.74 0.09
H 0.3106 -3.4424 0.2278 -0.31 -2.49 0.07
H -0.7359 1.2953 1.4097 -0.05 0.31 0.23
H -2.3441 1.2696 -0.4519 -2.78 0.47 0.26
H -1.0163 1.0276 -1.6711 0.01 -0.38 0.00

***

no.,orbital gap (eV),maximum force (eV/Å)
1,8.26,8.3
2,1.27,8.2
3,11.08,3.2